(1)
Molecular formula: H20O10
Method: DFT, ωB97M-V with the def2-TZVPD basis set

For the highest occupied orbital energy, the calculation gives -10.49 eV. Its LUMO energy is -0.39 eV. The value obtained for the energy above the lowest of the compared OMol25 structures with the same formula, charge and spin is 59.1 kcal/mol. As for the largest force on an atom: 0.012 hartree/bohr. The value obtained for the molar mass is 180.2 g/mol. Its gap between HOMO and LUMO is 10.098 eV. The SMILES is O.O.O.O.O.O.O.O.O.O.

Each line ends with the Mulliken charge.
Element x y z (Å)
O (2.8020, -0.4414, 1.3337)  -0.60
H (2.3544, -1.1480, 1.8152)  0.28
H (3.6961, -0.7727, 1.1701)  0.27
O (-3.6728, 0.2821, -0.9939)  -0.63
H (-2.9530, -0.2499, -1.3484)  0.31
H (-3.6241, 0.1393, -0.0335)  0.33
O (3.5957, 1.2814, -0.9734)  -0.66
H (3.0228, 0.8216, -0.3466)  0.35
H (2.9806, 1.6885, -1.6132)  0.39
O (1.4208, -2.9188, -0.5319)  -0.60
H (1.4125, -1.9446, -0.6025)  0.34
H (2.2255, -3.1368, -0.0530)  0.28
O (-1.4809, -2.5405, 1.9934)  -0.61
H (-0.8140, -1.9240, 2.3142)  0.30
H (-2.2817, -2.0087, 1.8946)  0.33
O (0.2554, -0.2728, -0.8667)  -0.49
H (-0.5220, 0.0960, -1.3082)  0.23
H (0.0675, -0.1619, 0.0766)  0.33
O (-2.7733, 0.4569, 1.8160)  -0.61
H (-1.8540, 0.2435, 2.0552)  0.38
H (-3.0126, 1.2156, 2.3596)  0.27
O (-1.3141, 1.2311, -2.9884)  -0.69
H (-0.9215, 0.5107, -3.5044)  0.34
H (-2.2415, 1.2567, -3.2584)  0.30
O (0.0570, 0.0699, 2.2024)  -0.66
H (0.6429, 0.8132, 1.9857)  0.27
H (0.2592, -0.1340, 3.1270)  0.27
O (1.2230, 2.4607, -2.1106)  -0.66
H (0.3636, 2.0225, -2.2383)  0.33
H (1.0866, 3.0644, -1.3724)  0.32

Forces on the atoms, in the same order (eV/Å):
O 0.1298 -0.1960 0.1677
H 0.0137 0.0397 -0.1896
H -0.1297 0.1586 0.0098
O 0.0164 -0.1406 0.1145
H -0.0720 -0.0357 0.0647
H 0.1124 0.2022 -0.2293
O -0.1021 0.1702 -0.1306
H -0.0574 0.0552 -0.2080
H 0.1196 -0.3256 0.3669
O 0.1136 0.4508 0.1468
H -0.1264 -0.5051 -0.1226
H 0.0175 -0.0109 -0.1180
O -0.1434 0.1017 0.1381
H -0.0974 -0.1402 -0.2665
H 0.0938 -0.0858 0.0404
O -0.2099 0.2127 0.3378
H 0.0883 0.0140 -0.0290
H 0.0119 -0.2339 -0.2230
O 0.1426 -0.1665 0.2048
H -0.1871 0.2887 -0.1777
H -0.0227 -0.0959 -0.0823
O 0.0926 -0.5764 -0.1212
H -0.0936 0.2450 -0.0404
H 0.0782 0.1224 0.1886
O 0.1979 0.2402 0.3891
H -0.0354 -0.2209 0.0188
H 0.0149 0.1186 -0.1437
O -0.2910 0.0866 -0.0005
H 0.3145 0.2480 -0.0044
H 0.0107 -0.0214 -0.1014

(2)
Molecular formula: C4H10N2
Method: DFT, ωB97M-V with the def2-TZVPD basis set

For the highest occupied orbital energy (alpha / beta), the calculation gives -7.32 / -7.42 eV. Its LUMO energy (alpha / beta) is 0.90 / 0.84 eV. The value obtained for the energy above the lowest of the compared OMol25 structures with the same formula, charge and spin is 116.2 kcal/mol. As for the largest force on an atom: 0.091 hartree/bohr. The value obtained for the molar mass is 86.1 g/mol. Its gap between HOMO and LUMO (alpha / beta) is 8.219 / 8.259 eV.

Each line ends with the Mulliken charge.
Element x y z (Å)
C (-1.0960, 0.8357, -0.2497)  -0.21
C (-0.2436, -0.3587, -0.3063)  -0.49
C (2.1955, 0.4559, 0.1645)  -0.90
C (0.9872, -0.5259, 0.6220)  -0.45
N (-1.9888, 0.2407, 0.5715)  -0.25
N (-3.0873, -0.4132, 0.0905)  -0.51
H (-0.5032, 1.7496, 0.2557)  0.19
H (-1.5680, 1.1281, -1.2228)  0.40
H (-0.5731, -1.2931, -0.8578)  0.36
H (2.6070, 0.9636, 1.0508)  0.26
H (1.8750, 1.2297, -0.6416)  0.27
H (3.1365, -0.1054, -0.3156)  0.27
H (0.6906, -0.2068, 1.6136)  0.27
H (1.3400, -1.6264, 0.7621)  0.31
H (-3.8702, 0.0923, -0.5119)  0.25
H (-3.5689, -0.8599, 0.9022)  0.25

Forces on the atoms, in the same order (eV/Å):
C 1.7773 3.4446 -2.6625
C 0.3368 -2.3286 0.6141
C 0.8863 -0.8820 -1.4370
C 0.5231 -0.1136 -1.0457
N -0.7280 -1.9350 3.1868
N -2.3923 0.1519 -0.6344
H -1.5500 -1.8501 -1.0748
H 0.7122 0.2237 0.3888
H 0.1492 1.5802 0.6444
H -0.2418 0.0301 -0.4257
H 0.3605 -1.2863 1.5629
H -2.2524 0.9402 0.9757
H -0.1013 0.1214 0.2834
H -0.6630 1.9363 -0.6159
H 2.5234 -0.6897 1.3356
H 0.6601 0.6571 -1.0958